[1]
ORCA calculation (wB97M-V/def2-TZVPD) on C33H39AsBiBrN7O2SSi2 as an isolated structure.

The geometry in ORCA input format:
```
! RIJCOSX wB97M-V def2-TZVPD def2/J DEFGRID3
* xyz 1 1
Bi 0.3705 -0.7025 0.3075
C -2.7627 3.0477 -1.9228
N -2.7906 1.6502 -2.3344
C -3.0532 1.1893 -3.6129
C -3.0796 -0.1464 -3.5569
N -2.8226 -0.5133 -2.2339
C -2.6670 0.6175 -1.4664
S -2.3853 0.8138 0.1802
C -3.0367 -1.8386 -1.7482
C -4.0558 -2.5950 -2.3150
C -4.2757 -3.8653 -1.8183
C -3.4962 -4.3146 -0.7645
C -2.5064 -3.4792 -0.2794
N -2.2519 -2.2648 -0.7761
H -2.8919 3.6668 -2.8065
H -1.8133 3.2746 -1.4420
H -3.5631 3.2421 -1.2127
H -3.1584 1.8515 -4.4543
H -3.1992 -0.8700 -4.3424
H -4.6797 -2.1883 -3.0982
H -5.0555 -4.4858 -2.2406
H -3.6399 -5.2955 -0.3328
H -1.8678 -3.8001 0.5326
Br -1.9192 -0.8720 3.1590
C -0.3760 0.1598 3.4152
C -0.2083 0.8775 4.5841
C 1.0004 1.5234 4.7911
C 1.9989 1.4256 3.8361
C 1.7383 0.7277 2.6767
N 0.5668 0.1072 2.4736
C 2.8019 0.6148 1.5841
O 3.8476 1.1944 1.7382
O 2.4782 -0.1657 0.5951
H -1.0058 0.9066 5.3122
H 1.1583 2.0952 5.6973
H 2.9758 1.8752 3.9454
N 2.0529 7.3246 0.8162
C 2.4881 8.4998 0.2354
C 2.8224 9.7452 0.7642
C 3.2514 10.6991 -0.1350
C 3.3387 10.4276 -1.5134
C 3.0074 9.1917 -2.0253
C 2.5855 8.2082 -1.1284
N 2.2272 6.8885 -1.3640
C 1.9221 6.4075 -0.1938
C 1.4846 5.0212 0.0263
C 0.8123 4.6148 1.1733
C 0.4226 3.2914 1.2869
N 0.6636 2.3710 0.3541
C 1.3076 2.7726 -0.7465
C 1.7299 4.0703 -0.9569
H 1.9123 7.1637 1.7970
H 2.7488 9.9584 1.8230
H 3.5325 11.6793 0.2276
H 3.6761 11.2104 -2.1801
H 3.0657 8.9780 -3.0845
H 0.5656 5.3124 1.9644
H -0.1333 2.9599 2.1596
H 1.4974 2.0095 -1.4954
H 2.2478 4.3579 -1.8617
C 4.2271 -3.0055 -0.1782
Si 2.5118 -3.5646 -0.6136
C 2.4975 -5.4015 -0.9030
C 1.8865 -2.6840 -2.1455
As 0.8613 -3.1762 1.0434
Si 2.1579 -3.3711 3.0153
C 0.9880 -3.1387 4.4502
C 2.6589 -5.1707 2.9429
C 3.6727 -2.3212 3.2873
H 4.8606 -3.0551 -1.0697
H 4.6664 -3.6592 0.5797
H 4.2379 -1.9800 0.1935
H 3.2133 -5.6600 -1.6897
H 1.5074 -5.7480 -1.2069
H 2.7806 -5.9461 0.0009
H 2.4104 -3.0462 -3.0345
H 2.0616 -1.6023 -2.0890
H 0.8171 -2.8628 -2.2937
H 0.0731 -3.7164 4.3024
H 0.7072 -2.0930 4.5979
H 1.4661 -3.4801 5.3735
H 1.8724 -5.7719 2.4820
H 2.8370 -5.5604 3.9488
H 3.5756 -5.3060 2.3628
H 3.5373 -1.2670 3.0490
H 4.5139 -2.6807 2.6923
H 3.9481 -2.3925 4.3440
*
```

The relative energy (zero: lowest compared OMol25 entry of this formula, charge and spin) comes out at 0.802 eV. As for the frontier orbital gap: 6.99 eV. The largest force on an atom comes out at 0.6 eV Å⁻¹. The calculation puts the calculated total energy at -7816.2311 Eh. The highest occupied orbital energy comes out at -10.1 eV.

---

[2]
ORCA calculation (wB97M-V/def2-TZVPD) on C33H39GeLuN3O6S as an isolated structure in a non-equilibrium geometry.

The geometry in ORCA input format:
```
! RIJCOSX wB97M-V def2-TZVPD def2/J DEFGRID3
* xyz -1 1
Lu -0.7802 0.7805 -1.0716
C -0.3560 -1.6511 -3.8763
C -0.1447 -2.3208 -2.5127
O 0.6450 -1.5467 -1.6225
C 2.0491 -1.5901 -1.7717
C 2.5723 -0.5331 -2.7608
O 1.6732 0.5536 -2.7449
C 2.0922 1.6079 -3.5761
C 1.0492 2.7464 -3.5312
O -0.2591 2.3211 -3.2108
C -1.0841 1.9266 -4.2933
C -0.7815 0.5022 -4.7676
O -0.7834 -0.3263 -3.6261
H -1.1232 -2.2071 -4.4389
H 0.5705 -1.6507 -4.4763
H 0.2797 -3.3255 -2.6281
H -1.1301 -2.3305 -1.9852
H 2.3691 -2.5955 -2.0738
H 2.4487 -1.3668 -0.7772
H 2.6455 -0.9450 -3.7855
H 3.5751 -0.2143 -2.4424
H 2.2275 1.2372 -4.6099
H 3.0569 2.0052 -3.2261
H 1.0509 3.2879 -4.4876
H 1.3242 3.4319 -2.7239
H -0.9962 2.6343 -5.1297
H -2.0990 1.9453 -3.8793
H 0.1995 0.4635 -5.2716
H -1.5487 0.1819 -5.4913
N -1.5181 3.1518 0.2074
C -2.8667 3.5340 -0.2161
C -3.1046 2.9417 -1.6419
O -3.7384 3.6000 -2.4588
O -2.5826 1.8047 -1.8383
H -1.3963 3.3109 1.2083
H -0.8397 3.7430 -0.2796
H -3.0277 4.6205 -0.2571
H -3.5919 3.0970 0.4777
C -2.0910 -1.1348 -0.6652
Ge -1.4439 -1.1939 1.1390
C 0.3236 -2.1659 1.3415
C 0.3679 -3.4275 0.7551
C 1.5407 -4.1517 0.6693
C 2.7164 -3.6260 1.1842
C 2.6875 -2.3865 1.8007
C 1.5048 -1.6675 1.8741
C -2.5610 -2.4236 2.3208
C -2.0086 -3.2564 3.2826
C -2.7936 -4.1238 4.0216
C -4.1633 -4.1636 3.8207
C -4.7357 -3.3328 2.8708
C -3.9348 -2.4848 2.1274
C -1.3937 0.4111 2.4114
C -0.3153 1.2864 2.4554
C -0.3485 2.4368 3.2244
C -1.5007 2.7804 3.9148
C -2.6044 1.9456 3.8435
C -2.5365 0.7666 3.1222
H -0.5548 -3.8346 0.3580
H 1.5457 -5.1297 0.2005
H 3.6429 -4.1852 1.1184
H 3.5928 -1.9696 2.2242
H 1.5150 -0.7098 2.3757
H -0.9403 -3.2171 3.4518
H -2.3384 -4.7801 4.7537
H -4.7813 -4.8411 4.3993
H -5.8073 -3.3611 2.7071
H -4.3684 -1.8431 1.3699
H 0.5823 1.0500 1.8946
H 0.5289 3.0659 3.2878
H -1.5443 3.6956 4.4916
H -3.5128 2.2085 4.3724
H -3.3913 0.0996 3.0948
S 1.5060 2.4705 -0.3682
C 2.7814 1.8915 0.6266
N 2.9670 2.6382 1.8093
C 4.2470 2.5747 2.3945
C 5.0711 1.5522 2.0367
C 4.6611 0.6625 1.0353
N 3.5448 0.9083 0.2884
H 2.4807 3.5252 1.8162
H 4.4855 3.3400 3.1145
H 6.0422 1.4557 2.4989
H 5.2582 -0.1809 0.7244
*
```

The relative energy (zero: lowest compared OMol25 entry of this formula, charge and spin) comes out at 5.183 eV. As for the frontier orbital gap (spin up / spin down): 5.52 / 5.92 eV. The largest force on an atom comes out at 1.9 eV Å⁻¹. The calculation puts the calculated total energy at -5607.1604 Eh. The highest occupied orbital energy (spin up / spin down) comes out at -3.1 / -3.5 eV.

---

[3]
ORCA calculation (wB97M-V/def2-TZVPD) on C33H39GeN2O2ReSSb as an isolated structure in a non-equilibrium geometry.

The geometry in ORCA input format:
```
! RIJCOSX wB97M-V def2-TZVPD def2/J DEFGRID3
* xyz 3 1
Re -1.8113 -0.2030 0.6212
C -4.2802 -2.0970 -2.2511
Sb -2.4274 -2.2512 -1.2632
C -2.5506 -4.0616 -0.1923
C -0.9841 -2.5709 -2.7557
H -4.4284 -3.0251 -2.8011
H -4.2774 -1.2609 -2.9465
H -5.0815 -1.9785 -1.5242
H -3.0195 -4.7846 -0.8581
H -3.1553 -3.9472 0.7046
H -1.5473 -4.3869 0.0707
H -1.2826 -3.4444 -3.3328
H -0.0203 -2.7526 -2.2848
H -0.9269 -1.7022 -3.4070
O 0.9922 -0.6019 1.8501
C 0.4271 -1.6596 1.7647
O -0.7114 -1.7508 1.0088
C 0.8226 -2.8686 2.5590
C 1.1330 -2.4531 4.0194
Ge 1.3192 -0.5248 4.3663
C -0.3648 0.4363 3.8992
C -1.4808 -0.1877 3.3070
C -2.5774 0.5560 2.8251
C -2.5626 1.9629 2.9687
C -1.5120 2.5757 3.6212
C -0.4275 1.8185 4.0707
C 1.1302 -0.3996 6.3225
C 2.1534 -0.0235 7.1916
C 2.0115 -0.1484 8.5665
C 0.8177 -0.5936 9.1044
C -0.2340 -0.9255 8.2651
C -0.0818 -0.7934 6.8961
C 2.9792 0.3588 3.9314
C 4.1561 -0.1461 4.4839
C 5.3899 0.3702 4.1166
C 5.4662 1.4022 3.1941
C 4.3037 1.9021 2.6223
C 3.0742 1.3810 2.9888
H 1.7058 -3.2710 2.0551
H 0.0487 -3.6343 2.5170
H 2.0595 -2.9164 4.3571
H 0.3416 -2.8128 4.6773
H -1.5618 -1.2702 3.3271
H -3.5305 0.0859 2.5908
H -3.4175 2.5372 2.6364
H -1.5380 3.6413 3.8095
H 0.3880 2.3251 4.5763
H 3.0853 0.3545 6.7922
H 2.8291 0.1108 9.2252
H 0.6989 -0.6606 10.1773
H -1.1658 -1.2765 8.6876
H -0.9217 -1.0475 6.2517
H 4.1245 -0.9589 5.2008
H 6.2938 -0.0348 4.5516
H 6.4276 1.8197 2.9270
H 4.3641 2.6959 1.8887
H 2.1760 1.7738 2.5204
C -3.0160 4.7721 -0.2504
N -2.9091 3.3182 -0.1142
C -3.8503 2.4825 -0.4618
N -4.9933 2.8936 -0.9810
S -3.7293 0.7210 -0.2709
H -2.0729 5.2124 0.0568
H -3.8135 5.1553 0.3871
H -3.1975 5.0460 -1.2905
H -2.0450 2.9204 0.2223
H -5.1816 3.8696 -1.1642
H -5.7021 2.2289 -1.2531
C -0.6258 0.9751 0.2848
C 0.3619 1.9520 -0.0156
C 0.4164 3.1640 0.6902
C 1.3974 4.0839 0.3766
C 2.3208 3.7963 -0.6249
C 2.2823 2.5887 -1.3115
C 1.3059 1.6566 -1.0104
H -0.2805 3.3615 1.4962
H 1.4559 5.0216 0.9117
H 3.0833 4.5234 -0.8689
H 3.0104 2.3783 -2.0818
H 1.2643 0.7111 -1.5328
*
```

The relative energy (zero: lowest compared OMol25 entry of this formula, charge and spin) comes out at 1.437 eV. As for the frontier orbital gap: 3.30 eV. The largest force on an atom comes out at 2.7 eV Å⁻¹. The calculation puts the calculated total energy at -4333.4732 Eh. The highest occupied orbital energy comes out at -14.8 eV.